No. 1
ORCA calculation (ωB97M-V/def2-TZVPD) on an isolated ion of composition C4H10NS2 and charge +1.

CARTESIAN COORDINATES (ANGSTROEM)
C1 -1.30079 0.09869 -0.12085
C2 0.97301 -0.47376 -0.69932
C3 -0.55466 -2.13234 0.05873
C4 0.30254 2.47811 0.13733
N1 -0.26565 -0.75770 -0.05782
S1 -2.88443 -0.67950 -0.02411
S2 -1.44321 1.88906 -0.12206
H1 1.78938 0.08667 -0.16068
H2 0.63744 0.27269 -1.44423
H3 1.44368 -1.41869 -1.16018
H4 0.21293 -2.48213 0.69281
H5 -0.59536 -2.59171 -0.90061
H6 -1.58661 -2.27611 0.61037
H7 0.32451 3.47826 0.66709
H8 0.69454 2.58818 -0.78236
H9 0.73970 1.64788 0.79874
H10 -3.65978 0.35165 0.24493

Total energy: -27462.3694 eV
Spin multiplicity: 1
Max |F|: 4.8 eV/A
Energy relative to the best compared isomer or geometry (same formula, charge and spin): 26.7 kcal per mole
E_HOMO: -14.10 eV
Total charge: +1
Kohn-Sham gap: 0.3517 hartree



No. 2
ORCA calculation (ωB97M-V/def2-TZVPD) on a 2-piece molecular cluster, C4H10NSi overall.

CARTESIAN COORDINATES (ANGSTROEM)
C1 0.74411 -0.77459 1.00011
C2 1.55627 -1.94711 1.04919
C3 -1.09964 -0.81284 -2.26169
C4 -0.37824 2.82120 1.00489
N1 0.03639 0.11731 1.15540
Si1 -1.47641 1.28383 1.29727
H1 0.99756 -2.64363 1.70487
H2 1.81199 -2.43157 0.09911
H3 2.49646 -1.72747 1.63710
H4 -1.54614 -1.07697 -3.20506
H5 -0.61350 0.19639 -2.42291
H6 -0.29492 -1.55954 -2.35612
H7 -0.32846 3.13623 -0.10660
H8 -0.80798 3.71360 1.39034
H9 0.59775 2.60222 1.36031
H10 -1.69524 -0.89707 -1.34620

Total energy: -13669.3752 eV
Spin multiplicity: 1
Max |F|: 2.6 eV/A
Energy relative to the best compared isomer or geometry (same formula, charge and spin): 39.3 kcal per mole
E_HOMO: -13.72 eV
Total charge: +1
Kohn-Sham gap: 0.3023 hartree



No. 3
ORCA calculation (ωB97M-V/def2-TZVPD) on a 2-piece molecular cluster, C4H10O overall.

CARTESIAN COORDINATES (ANGSTROEM)
C1 0.92597 -1.29799 -0.94807
C2 1.07458 1.15287 0.10827
C3 -2.19965 -0.28344 -0.70761
C4 0.21484 -0.05411 -0.43912
O1 -1.06925 0.24502 -0.32856
H1 0.26451 -1.98030 -1.50677
H2 1.66106 -0.91206 -1.51499
H3 1.45263 -1.74256 -0.10037
H4 1.25359 1.20868 1.15707
H5 0.64777 2.13355 -0.17887
H6 2.11968 1.04474 -0.31064
H7 -3.09512 0.26222 -0.67635
H8 -0.47190 -1.36708 -3.59609
H9 -2.01899 -1.03831 -1.37310
H10 -0.20175 -0.79315 -3.17378

Total energy: -6352.4684 eV
Spin multiplicity: 1
Max |F|: 4.1 eV/A
Energy relative to the best compared isomer or geometry (same formula, charge and spin): 123.0 kcal per mole
E_HOMO (spin up / spin down): -7.08 / -6.75 eV
Total charge: 0
Kohn-Sham gap (spin up / spin down): 0.3019 / 0.2883 hartree



No. 4
ORCA calculation (ωB97M-V/def2-TZVPD) on a 2-piece molecular cluster, C4H10O overall.

CARTESIAN COORDINATES (ANGSTROEM)
C1 -1.41422 1.59034 0.02993
O1 -0.44091 1.08787 0.75670
C2 -0.21993 -0.14356 1.06046
C3 0.29407 -0.59765 -1.95995
C4 1.06001 -0.49785 1.72774
H1 -0.18291 0.32174 -1.59814
H2 -1.48062 2.66648 0.05568
H3 -2.23081 0.93386 -0.25291
H4 -0.95139 -0.87864 0.73187
H5 1.30219 -0.68517 -1.54573
H6 0.35079 -0.55912 -3.05032
H7 -0.29562 -1.46872 -1.66081
H8 1.67820 -1.15144 1.09469
H9 0.89714 -1.02779 2.67513
H10 1.63401 0.40965 1.93567

Total energy: -6354.0114 eV
Spin multiplicity: 1
Max |F|: 1.0 eV/A
Energy relative to the best compared isomer or geometry (same formula, charge and spin): 87.4 kcal per mole
E_HOMO (spin up / spin down): -7.27 / -6.97 eV
Total charge: 0
Kohn-Sham gap (spin up / spin down): 0.3062 / 0.2912 hartree